No. 1
A 10-piece molecular cluster, C19H45Br6N7O11 overall in a non-equilibrium geometry, computed with ωB97M-V/def2-TZVPD.

Atoms and positions in Å:
C -1.233468 -3.643475 -0.613777
N -0.831242 -4.911744 -1.299405
O -0.376485 -5.819173 -0.608202
O -1.070574 -4.939087 -2.514795
H -2.132796 -3.926447 0.020848
H -1.297062 -2.869310 -1.367180
H -0.437720 -3.426406 0.103721
C 5.525670 0.367072 -1.139970
N 5.729133 0.767886 0.329122
O 5.532075 -0.052641 1.243418
O 6.151907 1.929027 0.522958
H 4.487055 0.109541 -1.272197
H 6.264031 -0.367807 -1.427168
H 5.721733 1.321963 -1.644525
C 3.271194 3.814085 2.190861
N 2.834223 3.892002 0.730056
O 2.644684 2.843675 0.123083
O 2.756886 4.976987 0.237553
H 2.961215 4.751752 2.628402
H 4.393109 3.750160 2.150196
H 2.729501 2.897804 2.579329
C -5.372143 -0.689008 2.208833
N -5.808165 -2.052499 2.076122
O -5.874349 -2.490481 0.945153
O -6.033552 -2.734328 3.037778
H -5.927000 -0.207523 3.086843
H -5.537447 -0.216585 1.257706
H -4.314956 -0.807501 2.455920
Br -0.814862 5.517235 0.373347
C -1.294984 3.671754 1.041682
C -2.715307 3.704415 1.457039
Br -3.197095 2.300513 2.807492
H -0.603998 3.578820 1.850355
H -1.123616 3.014289 0.176129
H -3.411315 3.521932 0.615177
H -2.967846 4.528845 2.113622
Br -2.359389 0.811175 6.747013
C -2.315957 -0.950691 5.884988
C -2.920677 -1.107357 4.442410
Br -2.729782 -2.965416 3.778633
H -2.779466 -1.701815 6.495747
H -1.326317 -1.209513 5.970646
H -2.381450 -0.541343 3.696178
H -4.006580 -0.844596 4.422586
Br 2.218162 0.225784 3.026941
C 0.468382 -0.257319 2.675131
C 0.350966 -0.123558 1.172610
Br -1.556226 -0.023590 0.620479
H -0.146837 0.423805 3.173757
H 0.242414 -1.277386 3.059446
H 0.589537 -1.032313 0.587007
H 0.669620 0.819532 0.865226
C 1.737520 1.323371 -2.115243
C 1.389149 0.220151 -3.185116
O 1.998874 0.190427 -4.221181
N 0.367269 -0.633268 -2.922269
C 0.302115 -1.778674 -3.841166
H 1.191941 1.277408 -1.168534
H 1.429065 2.310714 -2.477630
H 2.815257 1.391362 -2.032992
H 0.292769 -0.838029 -1.907760
H -0.277535 -2.529688 -3.294958
H 1.291710 -2.205088 -3.925374
H -0.119060 -1.410548 -4.767731
C 3.767375 -2.408547 -2.480808
C 3.028337 -2.812281 -1.172607
O 1.842820 -2.588967 -1.011408
N 3.736780 -3.449601 -0.258189
C 3.072000 -4.027840 0.925689
H 3.509632 -1.335751 -2.621507
H 3.401271 -3.134490 -3.268618
H 4.833369 -2.553174 -2.389055
H 4.640119 -3.870125 -0.480188
H 2.569435 -3.227202 1.399132
H 3.874614 -4.449138 1.492415
H 2.349560 -4.889045 0.689944
C -1.203877 2.737554 -4.212030
C -2.226139 2.787754 -3.061890
O -1.909210 3.263171 -1.984613
N -3.449806 2.249353 -3.264991
C -4.371226 2.066409 -2.202238
H -1.589766 2.140678 -5.011612
H -0.271834 2.299172 -3.872429
H -1.163536 3.759998 -4.597702
H -3.702060 1.826858 -4.152944
H -5.280218 1.641718 -2.535625
H -4.574399 3.005265 -1.639779
H -3.945153 1.298948 -1.523321

Cartesian forces (eV/Å) of the 3 atoms listed first:
C 0.0 -1.0 1.5
N -0.5 -0.1 -0.7
O -0.4 0.9 -1.1

As for the largest force on an atom: 0.05984 hartree/bohr. The frontier orbital gap is 9.4 eV. Its SMILES is C[N+](=O)[O-].C[N+](=O)[O-].C[N+](=O)[O-].C[N+](=O)[O-].CNC(C)=O.CNC(C)=O.CNC(C)=O.BrCCBr.BrCCBr.BrCCBr.



No. 2
A 8-piece molecular cluster, C19H45Cl14NO2P2 overall, computed with ωB97M-V/def2-TZVPD.

Atoms and positions in Å:
C -1.243501 0.166698 -1.752802
O -1.052950 -1.214007 -1.557435
C 0.136114 -1.691495 -2.163679
C 1.408507 -1.272924 -1.420370
C 2.523823 -2.324709 -1.469389
P 3.270969 -2.744557 0.257458
C 2.339312 -4.330084 0.389133
P 4.285374 -3.000992 2.310752
N 2.997141 -3.489582 3.373408
O 4.361808 -1.401489 2.764882
H -2.073548 0.487223 -1.126624
H -0.362060 0.754583 -1.474747
H -1.490885 0.394264 -2.795692
H 0.045856 -2.778460 -2.135578
H 0.166375 -1.361711 -3.210814
H 1.791864 -0.341416 -1.842506
H 1.111911 -1.040906 -0.388655
H 2.130611 -3.225588 -1.951079
H 3.332001 -1.975256 -2.112465
H 4.579936 -2.837786 -0.290258
H 2.832223 -1.433431 0.694590
H 2.648370 -4.947984 1.227241
H 1.274910 -4.102666 0.435778
H 2.518438 -4.883835 -0.531052
H 3.059860 -2.913486 4.209870
H 3.228840 -4.424706 3.697317
H 5.284550 -1.123213 2.837853
Cl -5.657595 5.224388 -0.217830
C -5.155775 3.510579 -0.244508
C -3.831181 3.294511 0.439717
Cl -2.474971 4.048180 -0.446844
H -5.127133 3.199826 -1.284994
H -5.926133 2.942400 0.274318
H -3.625451 2.226532 0.496727
H -3.832757 3.707987 1.443728
Cl 1.169629 -4.429921 6.271107
C 1.617443 -6.150934 6.374717
C 2.996074 -6.350884 6.953350
Cl 4.280706 -5.766659 5.856923
H 1.546833 -6.571424 5.374486
H 0.882228 -6.635615 7.014630
H 3.174636 -7.413038 7.110407
H 3.107943 -5.826648 7.898608
Cl -7.974381 5.889872 3.083108
C -6.652197 6.587514 4.051601
C -5.301367 6.136753 3.556488
Cl -5.030164 4.396608 3.850204
H -6.812075 6.303802 5.088491
H -6.725089 7.670152 3.964212
H -4.517788 6.674318 4.087407
H -5.194918 6.308704 2.488179
Cl -6.170586 1.635614 -4.789086
C -4.659137 2.254070 -5.518224
C -3.432965 1.761505 -4.796483
Cl -3.292428 2.466007 -3.167671
H -4.713736 3.340221 -5.520538
H -4.641402 1.904215 -6.548995
H -2.543906 2.059599 -5.349809
H -3.440827 0.678457 -4.695768
Cl 7.317860 -3.355793 3.818750
C 8.219416 -4.629355 4.683693
C 8.936378 -5.551021 3.731016
Cl 7.800034 -6.539690 2.776580
H 7.505931 -5.175171 5.296762
H 8.942926 -4.140020 5.333864
H 9.564391 -6.239440 4.294029
H 9.555481 -4.993318 3.033254
Cl 3.742286 -0.927685 -4.503311
C 4.437516 0.709786 -4.621562
C 5.920580 0.707608 -4.352783
Cl 6.286131 0.313007 -2.653046
H 3.910978 1.342869 -3.911794
H 4.246187 1.071372 -5.630343
H 6.327471 1.698202 -4.548230
H 6.433517 -0.018049 -4.978490
Cl -8.751022 7.672523 -4.818011
C -8.245824 5.963856 -4.891650
C -6.908005 5.735473 -4.239666
Cl -5.571761 6.484916 -5.159801
H -8.232307 5.667948 -5.937389
H -9.003316 5.382754 -4.368631
H -6.699300 4.667271 -4.197860
H -6.882929 6.132779 -3.228176

Cartesian forces (eV/Å) of the 3 atoms listed first:
C 0.1 0.1 0.0
O 0.0 0.1 0.0
C -0.1 -0.1 0.2

As for the largest force on an atom: 0.00973 hartree/bohr. The frontier orbital gap is 6.8 eV. Its SMILES is COCCC[PH2](C)P(N)O.ClCCCl.ClCCCl.ClCCCl.ClCCCl.ClCCCl.ClCCCl.ClCCCl.



> Which value of largest force on an atom does entry 1 give?

0.05984 hartree/bohr



> What is the formula in the first record?

C19H45Br6N7O11



> Which value of frontier orbital gap does entry 2 give?

6.8 eV



> Among the records above, which one has the highest largest force on an atom?

C19H45Br6N7O11